# 1
Molecular formula: C2HClNO3
Method: DFT, ωB97M-V/def2-TZVPD

Its total charge is -1. As for the spin multiplicity: 1. The value obtained for the HOMO energy is -3.0 eV. The relative energy (zero: lowest compared OMol25 entry of this formula, charge and spin) comes out at 4.7604 eV. The SMILES is [H]/N=C(/[O-])OC(=O)Cl.

```
8
Properties=species:S:1:pos:R:3:forces:R:3:nbo_charge:R:1
H 1.2647 1.8783 -1.1157 0.82 -1.99 0.31 0.279
N 1.9066 0.9949 -1.1021 -4.04 -2.55 2.61 -1.043
C 0.9323 -0.2382 -0.2821 5.86 3.55 -3.81 0.843
O 1.2717 -1.3688 -0.0908 -0.58 0.17 0.27 -0.646
O -0.2816 0.2987 0.0462 -1.77 1.19 0.39 -0.536
C -1.3694 -0.1569 0.5895 -0.19 -1.21 0.52 0.809
O -2.3772 0.4519 0.7098 -0.26 0.31 -0.03 -0.562
Cl -1.3471 -1.8599 1.2451 0.16 0.53 -0.26 -0.145
```
Positions in Å, forces in eV/Å.

=====

# 2
Molecular formula: C5H12O2
Method: DFT, ωB97M-V/def2-TZVPD

As for the spin multiplicity: 1. The value obtained for the HOMO energy is -10.0 eV. The relative energy (zero: lowest compared OMol25 entry of this formula, charge and spin) comes out at 0.7791 eV. The SMILES is CC[C@@H](O)CCO.

```
19
Properties=species:S:1:pos:R:3:forces:R:3:nbo_charge:R:1
C -1.7244 1.8335 -0.6114 -0.01 0.05 0.00 -0.610
C -1.1257 0.4327 -0.6862 0.00 -0.07 -0.02 -0.413
C 0.3455 0.3844 -0.2938 -0.06 -0.03 -0.28 0.098
O 0.4171 0.8547 1.0605 0.27 0.09 0.08 -0.745
C 0.9475 -1.0358 -0.4595 -0.04 -0.04 -0.01 -0.458
C 1.3000 -1.7106 0.8644 0.33 -0.05 -0.24 -0.056
O 0.1858 -1.8395 1.7164 -0.12 0.20 0.14 -0.729
H -2.7742 1.8304 -0.9223 0.15 -0.01 0.05 0.211
H -1.6674 2.2254 0.4077 -0.02 -0.04 -0.15 0.219
H -1.1834 2.5254 -1.2691 -0.07 -0.10 0.09 0.199
H -1.2144 0.0356 -1.7055 0.02 0.04 0.14 0.205
H -1.6715 -0.2599 -0.0309 0.06 0.09 -0.09 0.210
H 0.8953 1.0942 -0.9305 -0.08 -0.10 0.09 0.162
H 1.3356 1.0734 1.2604 -0.17 -0.01 0.01 0.475
H 1.8462 -0.9994 -1.0886 -0.10 0.00 0.10 0.208
H 0.2221 -1.6751 -0.9762 0.08 0.10 0.04 0.212
H 2.1212 -1.1660 1.3612 -0.14 -0.09 -0.03 0.143
H 1.6703 -2.7221 0.6682 -0.05 0.13 0.02 0.184
H -0.0690 -0.9280 1.9282 -0.05 -0.19 0.03 0.483
```
Positions in Å, forces in eV/Å.

=====

# 3
Molecular formula: C37H38BF3O4
Method: DFT, ωB97M-V/def2-TZVPD

As for the spin multiplicity: 1. The value obtained for the HOMO energy is -6.0 eV. The relative energy (zero: lowest compared OMol25 entry of this formula, charge and spin) comes out at 0.7419 eV.

```
83
Properties=species:S:1:pos:R:3:forces:R:3:mulliken_charge:R:1
C 6.9429 1.4058 -1.5743 0.29 -0.39 1.16 -0.364
C 5.6450 1.5253 -2.3819 0.14 -0.35 -0.38 -0.532
C 4.6050 1.1298 -1.3667 0.96 -0.73 1.82 0.217
C 5.2769 0.6357 -0.2140 -0.96 0.65 -0.65 0.139
O 6.6251 0.6842 -0.2984 0.95 0.26 -1.52 -0.555
C 4.6208 0.3119 0.9775 1.19 0.27 -0.50 -1.461
C 3.3410 0.7521 1.1180 -1.93 0.42 -0.88 -0.573
C 2.5862 1.1665 -0.0359 1.52 0.27 -0.88 0.429
C 1.2631 1.6452 0.1549 -2.68 0.03 -3.07 0.451
C 0.5070 1.3932 1.3742 -2.11 -0.21 0.21 0.025
C -0.3990 2.3231 1.9803 1.55 -0.51 -0.13 -0.541
C -1.0255 1.9582 3.1597 0.27 -1.91 0.11 0.768
C -0.8629 0.6285 3.6425 -0.04 0.48 -0.79 0.033
O -1.5996 0.3477 4.7415 -0.32 0.94 0.32 -0.590
C -2.3310 1.5866 5.0975 0.02 -1.16 0.37 -0.361
C -1.9635 2.6640 4.0869 -0.13 0.36 -0.10 -0.622
C -0.0974 -0.3487 2.9873 -0.72 0.63 0.88 -1.361
C 0.5309 0.0405 1.8394 0.59 1.14 -0.50 1.216
C 3.2354 1.2502 -1.3173 -0.45 0.02 0.67 -0.361
H 7.7356 0.8335 -2.0738 -0.28 0.19 0.17 0.279
H 7.3344 2.3916 -1.2774 -0.11 -0.35 -0.08 0.267
H 5.5357 2.5473 -2.7803 -0.16 -0.41 0.18 0.285
H 5.6754 0.8262 -3.2295 -0.12 0.20 0.06 0.230
H 5.1499 -0.1506 1.8011 0.18 0.30 0.03 0.457
H 2.8497 0.8193 2.0998 0.39 -0.38 -0.60 0.436
H 0.4713 1.4443 -0.8215 1.51 -1.97 2.07 -0.355
H -0.4952 3.3348 1.5651 0.00 -0.40 0.23 0.353
H -3.3925 1.3244 5.0743 0.15 0.09 0.02 0.260
H -2.0417 1.8274 6.1251 -0.07 0.02 -0.20 0.302
H -1.4893 3.5053 4.5948 -0.01 0.10 -0.16 0.269
H -2.8534 3.0176 3.5629 0.06 0.12 0.04 0.147
H -0.0168 -1.3577 3.3748 -0.17 0.06 -0.05 0.347
H 1.1327 -0.6838 1.2879 -0.21 0.36 0.16 -0.239
H 2.7019 1.4871 -2.2482 0.08 0.03 0.59 0.440
C -1.2841 -4.7797 -0.8489 0.30 -0.06 0.06 -1.793
C -0.2024 -3.9556 -0.1336 0.75 0.08 -0.04 1.467
C 0.7025 -4.8481 0.7104 0.19 -0.14 -0.35 -1.698
C 0.5657 -2.9532 -1.1502 0.42 0.23 0.45 1.664
C 1.9752 -2.5349 -0.6718 -0.08 -0.16 0.03 -1.830
C 0.6041 -3.3121 -2.6319 -0.01 -0.26 -0.07 -1.721
O -0.2745 -1.7537 -1.0933 -0.33 -0.99 1.03 0.208
B -1.0967 -1.9611 0.0023 -0.61 0.21 0.04 0.765
C -2.3520 -1.0976 0.2467 -0.06 0.19 0.30 -0.056
C -3.5001 -1.5637 0.9148 0.24 0.25 0.23 -1.090
C -4.4918 -0.6657 1.2856 0.23 0.27 -0.19 -1.140
C -4.2893 0.6851 0.9910 -0.60 0.61 -0.45 0.016
C -5.2835 1.7052 1.4832 -0.47 0.45 0.48 0.708
F -5.1927 2.9129 0.8340 -0.15 -1.15 0.69 -0.288
F -6.5836 1.2915 1.3833 1.05 0.37 0.04 -0.283
F -5.0715 1.9623 2.8270 -0.28 -0.04 -1.10 -0.232
C -3.2166 1.1445 0.2322 0.08 0.13 0.05 -0.792
C -2.2432 0.2349 -0.1362 -0.09 -0.18 0.14 1.009
C 0.5756 2.6886 -1.2347 1.88 2.70 1.63 -0.377
C -0.4609 2.3171 -2.2711 0.10 -1.07 1.36 0.867
C -1.6126 3.0903 -2.2878 -0.18 0.10 0.41 -0.654
C -2.7009 2.6542 -3.0292 -0.03 0.08 -0.83 -0.508
C -2.6229 1.4412 -3.7235 -0.07 -0.47 0.01 -0.630
C -1.4810 0.6249 -3.6311 0.21 0.58 -0.49 -0.454
C -0.3810 1.0654 -2.8995 -0.13 0.01 -0.16 0.150
O -0.8563 -3.0599 0.8024 0.19 0.29 -1.46 -0.665
H -0.7694 -5.5632 -1.4313 -0.44 0.26 0.04 0.388
H -1.9313 -5.2591 -0.0974 0.26 0.15 -0.25 0.400
H -1.9188 -4.1618 -1.5111 0.34 -0.27 0.28 0.273
H 1.1717 -5.5811 0.0339 0.06 0.12 0.41 0.357
H 1.4862 -4.2706 1.2450 -0.58 -0.38 -0.37 0.296
H 0.0781 -5.3886 1.4453 0.33 0.25 -0.33 0.460
H 2.7066 -3.3643 -0.7867 -0.47 0.45 0.16 0.450
H 2.3255 -1.6870 -1.2950 -0.22 -0.39 0.39 0.284
H 1.9479 -2.2027 0.3859 0.16 -0.28 -0.64 0.241
H 1.1457 -4.2545 -2.8430 -0.32 0.40 0.17 0.323
H -0.4264 -3.3629 -3.0138 0.42 -0.13 -0.02 0.344
H 1.1272 -2.4941 -3.1613 -0.25 -0.38 0.21 0.388
H -3.5905 -2.6066 1.2199 0.12 0.21 -0.22 0.416
H -5.4071 -0.9806 1.7851 0.31 0.05 -0.01 0.485
H -3.1213 2.1913 -0.0668 -0.16 -0.37 0.31 0.580
H -1.3432 0.5235 -0.6757 -0.43 0.09 0.14 -0.061
H 0.1708 3.4432 -0.5156 0.41 -0.19 -1.24 0.161
H 1.5454 2.9864 -1.7213 -1.05 -0.03 0.79 0.633
H -1.6744 3.9607 -1.5958 0.03 -0.55 -0.90 0.314
H -3.5663 3.3084 -3.1550 0.07 -0.41 0.27 0.401
H -3.4820 1.0718 -4.3039 0.45 0.35 0.27 0.367
H -1.3817 -0.2943 -4.2139 -0.36 0.16 0.39 0.435
H 0.4836 0.3870 -2.7240 -0.62 0.69 -0.24 -0.015
```
Positions in Å, forces in eV/Å.

=====

# 4
Molecular formula: C5H10O2
Method: DFT, ωB97M-V/def2-TZVPD

As for the spin multiplicity: 1. The value obtained for the HOMO energy is -9.9 eV. The relative energy (zero: lowest compared OMol25 entry of this formula, charge and spin) comes out at 3.0907 eV. The SMILES is C=CC[C@@H]1CO1.O.

```
17
Properties=species:S:1:pos:R:3:forces:R:3:nbo_charge:R:1
C 2.3926 -1.4853 1.0703 1.25 0.16 0.23 -0.393
C 1.2439 -0.8588 0.8951 -0.49 0.26 -0.57 -0.182
C 1.0540 0.2660 -0.0986 1.02 1.00 -0.36 -0.474
C -0.2825 0.3763 -0.7923 0.37 -0.02 0.89 0.052
C -0.6308 1.5731 -1.5222 -0.37 1.20 -0.29 -0.107
O -1.1993 1.3729 -0.2382 0.49 -0.74 0.71 -0.528
H 3.3272 -1.0217 0.6209 -1.11 -1.07 0.47 0.194
H 2.4551 -2.3867 1.7207 0.19 0.95 -0.53 0.211
H 0.3607 -1.2138 1.3925 -0.38 -0.19 0.20 0.203
H 1.2537 1.2944 0.3124 -0.07 -0.96 -0.05 0.230
H 1.8299 0.0980 -0.8806 -0.46 0.27 0.33 0.219
H -0.7414 -0.5661 -1.0540 -0.29 -0.05 -0.12 0.204
H -1.4369 1.4968 -2.2180 0.01 0.00 -1.05 0.190
H 0.0180 2.4694 -1.6413 -0.24 -0.90 0.21 0.188
O -3.2598 -0.7740 0.5525 0.28 0.59 0.22 -0.956
H -2.7554 0.0567 0.4389 -0.23 -0.40 -0.08 0.486
H -3.6291 -0.6972 1.4419 0.04 -0.09 -0.21 0.466
```
Positions in Å, forces in eV/Å.

=====

# 5
Molecular formula: C2H2O5
Method: DFT, ωB97M-V/def2-TZVPD

As for the spin multiplicity: 1. The value obtained for the HOMO energy is -10.3 eV. The relative energy (zero: lowest compared OMol25 entry of this formula, charge and spin) comes out at 4.7811 eV.

```
9
Properties=species:S:1:pos:R:3:forces:R:3:nbo_charge:R:1
C -1.1002 -0.8697 0.1496 -1.00 -0.75 0.27 0.770
C -0.3608 0.3528 -0.5669 0.59 0.80 0.83 0.724
O -0.0345 0.5956 1.0895 0.30 -0.07 -0.79 -0.352
O 0.9674 -0.3317 1.5442 -0.43 0.23 -0.39 -0.457
O 0.8094 -0.0439 -1.1350 -0.11 -0.12 0.12 -0.704
O -1.9040 -1.4360 0.7119 0.80 0.42 -0.41 -0.350
O -1.1128 1.1894 -1.0128 0.15 -0.47 0.24 -0.610
H 1.7702 -0.0101 1.1018 -0.16 -0.01 0.02 0.469
H 0.9652 0.5537 -1.8823 -0.14 -0.02 0.10 0.509
```
Positions in Å, forces in eV/Å.